Record 1
74
Properties=species:S:1:pos:R:3:lowdin_spin:R:1 method="wB97M-V/def2-TZVPD" gap_ev="6.86 / 5.48" total_energy_ha=-7843.23565 de_lowest_kj_mol=0.0 multiplicity=2 total_charge=-1 max_force_ha_per_bohr=0.0176 homo_energy_ev="-4.76 / -4.72"
Ir 0.38 0.28 -0.51 0.37
N 1.80 1.30 0.85 0.00
C 1.14 2.48 1.43 0.00
C -0.30 2.13 1.79 0.00
O -0.84 2.66 2.74 0.00
O -0.85 1.28 0.99 0.00
H 1.98 0.63 1.59 0.00
H 2.68 1.51 0.39 0.00
H 1.08 3.26 0.67 0.00
H 1.67 2.87 2.31 0.00
S 0.76 -0.95 -4.96 0.04
As 0.62 -1.88 -3.11 0.00
S 1.98 -0.71 -1.60 0.48
S -1.04 -1.05 -1.83 -0.01
S 0.90 -3.93 -2.92 0.01
C 1.61 -5.83 0.29 0.00
C 0.24 -5.64 0.40 0.00
C -0.27 -4.37 0.64 0.00
C 0.59 -3.29 0.76 0.01
C 1.96 -3.48 0.60 0.01
C 2.47 -4.75 0.38 0.00
As -0.06 -1.50 1.10 0.02
C -1.94 -1.71 1.51 0.00
C -2.91 -0.93 0.91 0.00
C -4.24 -1.07 1.29 0.00
C -4.60 -1.99 2.26 0.00
C -3.62 -2.77 2.87 0.00
C -2.30 -2.63 2.50 0.00
C 0.60 -1.11 2.90 0.00
C 1.85 -1.55 3.34 0.00
C 2.33 -1.16 4.58 0.00
C 1.57 -0.33 5.39 0.00
C 0.33 0.12 4.95 0.00
C -0.16 -0.27 3.71 0.00
H 2.01 -6.82 0.09 0.00
H -0.44 -6.48 0.28 0.00
H -1.34 -4.23 0.69 0.00
H 2.64 -2.63 0.60 0.01
H 3.53 -4.88 0.23 0.00
H -2.64 -0.20 0.17 0.00
H -4.99 -0.44 0.82 0.00
H -5.64 -2.10 2.55 0.00
H -3.90 -3.49 3.63 0.00
H -1.53 -3.22 2.99 0.00
H 2.44 -2.21 2.73 0.00
H 3.30 -1.51 4.91 0.00
H 1.95 -0.02 6.36 0.00
H -0.26 0.79 5.57 0.00
H -1.11 0.11 3.37 0.00
C -2.78 2.58 -1.09 0.00
Si -1.45 2.50 -2.42 0.00
C -1.14 4.28 -3.00 0.00
C -2.22 1.61 -3.89 0.00
N 0.08 1.89 -1.82 0.03
C 1.21 2.39 -2.49 0.01
C 1.25 2.41 -3.90 0.01
C 2.33 2.91 -4.59 0.00
C 3.44 3.40 -3.92 0.00
C 3.43 3.39 -2.53 0.00
C 2.34 2.90 -1.84 0.00
H -3.74 2.31 -1.51 0.00
H -2.86 3.60 -0.71 0.00
H -2.57 1.95 -0.23 0.00
H -2.03 4.88 -2.79 0.00
H -0.94 4.34 -4.07 0.00
H -0.30 4.74 -2.47 0.00
H -3.15 2.13 -4.16 0.00
H -2.46 0.57 -3.66 0.00
H -1.57 1.61 -4.76 0.00
H 0.43 1.96 -4.44 0.00
H 2.32 2.88 -5.67 0.00
H 4.30 3.78 -4.47 0.00
H 4.28 3.77 -1.98 0.00
H 2.35 2.95 -0.77 0.00

Record 2
82
Properties=species:S:1:pos:R:3:lowdin_charge:R:1 method="wB97M-V/def2-TZVPD" gap_ev=7.84 total_energy_ha=-3631.59584 max_force_ha_per_bohr=0.0979 homo_energy_ev=-8.57
C 2.11 -4.10 -5.53 0.09
C 1.42 -4.19 -4.52 -0.15
C 0.49 -4.04 -3.29 -0.22
C -0.70 -3.13 -3.43 0.07
C -1.59 -2.95 -2.24 -0.19
C -1.26 -3.66 -0.93 -0.32
C -0.08 -4.56 -0.78 -0.22
C 0.23 -5.25 0.63 -0.15
O 1.42 -4.56 1.15 -0.16
N 1.18 -3.19 1.16 0.00
O 2.12 -2.63 0.73 0.06
C 0.80 -4.75 -1.99 -0.53
I 2.55 -6.01 -1.90 0.88
S -2.43 -3.27 0.45 0.97
C -2.70 -1.46 0.17 -0.30
C -2.77 -0.46 1.28 -0.05
B -2.64 -0.84 2.84 -0.51
N -2.10 -2.10 3.38 0.13
O -3.03 0.16 3.80 0.05
C -2.96 0.99 0.85 0.00
C -3.06 1.41 -0.59 -0.20
P -3.22 3.22 -1.03 0.32
O -4.45 3.52 -2.13 -0.24
O -1.76 3.67 -1.76 -0.26
S -3.36 4.33 0.57 0.28
C -3.00 0.37 -1.68 -0.03
C -3.09 0.68 -3.22 -0.21
C -4.16 0.14 -4.10 -0.01
C -4.28 0.36 -5.58 -0.02
C -3.17 1.27 -6.11 -0.04
C -2.20 1.76 -5.09 -0.14
N -2.10 1.50 -3.74 0.07
C -2.82 -1.07 -1.30 -0.15
N -2.76 -2.08 -2.36 -0.15
C -4.02 -2.87 -2.49 -0.09
H 2.41 -4.24 -6.60 0.06
H -0.98 -2.58 -4.37 0.13
H -0.60 -5.03 1.36 0.10
H 0.46 -6.35 0.54 0.12
H -2.74 -2.89 3.24 0.06
H -1.80 -2.02 4.36 0.08
H -4.00 0.32 3.76 0.10
H -3.02 1.79 1.64 0.07
H -4.38 4.49 -2.33 0.08
H -1.90 3.93 -2.69 0.05
H -4.93 -0.53 -3.61 0.10
H -5.09 -0.06 -6.22 0.10
H -3.12 1.54 -7.20 0.10
H -1.40 2.46 -5.51 0.11
H -4.88 -2.44 -1.88 0.10
H -4.36 -2.80 -3.58 0.09
H -3.90 -3.97 -2.25 0.10
C 4.89 -1.70 1.88 -0.06
C 5.07 -2.64 0.70 -0.22
O 6.39 -2.54 0.16 0.04
C 7.35 -3.17 0.85 -0.60
O 7.19 -3.82 1.86 0.12
O 8.52 -2.95 0.24 0.00
C 9.65 -3.49 0.93 -0.05
H 5.16 -0.68 1.60 0.09
H 3.86 -1.71 2.23 0.06
H 5.54 -1.99 2.71 0.08
H 4.38 -2.35 -0.10 0.11
H 4.83 -3.67 0.97 0.12
H 9.51 -4.56 1.14 0.10
H 9.82 -2.94 1.85 0.10
H 10.52 -3.38 0.28 0.09
C -0.39 4.98 2.88 -0.08
C 0.30 5.10 4.22 -0.21
O 0.92 6.39 4.36 0.03
C 0.09 7.40 4.67 -0.60
O -1.10 7.31 4.84 0.12
O 0.81 8.53 4.73 0.00
C 0.03 9.70 4.95 -0.05
H 0.30 5.21 2.06 0.09
H -0.78 3.97 2.73 0.07
H -1.23 5.68 2.80 0.06
H 1.11 4.37 4.28 0.12
H -0.38 4.90 5.05 0.12
H -0.61 9.59 5.83 0.10
H -0.57 9.92 4.07 0.10
H 0.71 10.53 5.12 0.09

Record 3
77
Properties=species:S:1:pos:R:3:lowdin_spin:R:1 method="wB97M-V/def2-TZVPD" gap_ev="4.61 / 4.81" total_energy_ha=-2261.92291 de_lowest_kj_mol=212.3 multiplicity=2 total_charge=+1 max_force_ha_per_bohr=0.0560 homo_energy_ev="-9.98 / -10.36"
Ir -0.36 0.08 -0.03 0.87
C -1.90 2.12 3.45 0.00
C -1.19 1.06 2.89 0.01
N -1.45 0.99 1.58 0.04
N -2.33 1.97 1.29 0.00
C -2.61 2.67 2.40 0.01
B -2.97 1.99 -0.10 0.00
N -3.30 0.51 -0.41 0.00
C -4.50 -0.08 -0.52 0.01
C -4.31 -1.44 -0.66 0.00
C -2.93 -1.61 -0.62 0.01
N -2.34 -0.43 -0.48 0.03
N -1.90 2.49 -1.05 0.00
C -1.74 3.66 -1.69 0.00
C -0.56 3.61 -2.40 0.00
C -0.02 2.36 -2.13 0.00
N -0.84 1.69 -1.32 0.03
N -4.24 2.80 -0.14 0.00
C -5.27 2.77 0.75 0.00
C -6.30 3.50 0.23 0.00
C -5.82 3.95 -1.02 0.00
N -4.59 3.52 -1.24 0.00
H -1.91 2.42 4.48 0.00
H -0.55 0.36 3.38 0.00
H -3.27 3.52 2.38 0.00
H -5.41 0.49 -0.49 0.00
H -5.07 -2.20 -0.77 0.00
H -2.35 -2.51 -0.71 0.00
H -2.48 4.43 -1.62 0.00
H -0.13 4.39 -3.01 0.00
H 0.88 1.90 -2.49 0.00
H -5.21 2.22 1.68 0.00
H -7.26 3.69 0.67 0.00
H -6.31 4.56 -1.76 0.00
C -0.74 -1.36 -3.12 0.00
Si 0.11 -2.63 -2.05 0.00
C 1.82 -2.94 -2.74 -0.01
C -0.90 -4.22 -2.03 0.00
N 0.29 -1.99 -0.37 -0.04
C 1.17 -2.52 0.48 0.00
C 1.64 -3.88 0.36 -0.03
C 2.72 -4.32 1.05 0.01
C 3.43 -3.42 1.88 -0.05
C 2.94 -2.15 2.12 0.01
C 1.77 -1.74 1.52 -0.03
O 1.11 -0.59 1.80 0.06
C 1.65 0.36 2.70 0.00
C 1.71 1.68 2.28 0.00
C 2.15 2.65 3.17 0.00
C 2.50 2.31 4.46 0.00
C 2.42 0.98 4.87 0.00
C 1.98 0.00 3.99 0.00
H -0.35 -1.44 -4.14 0.00
H -0.55 -0.34 -2.78 0.00
H -1.82 -1.51 -3.16 0.00
H 1.74 -3.35 -3.75 0.00
H 2.39 -3.65 -2.13 0.00
H 2.38 -2.01 -2.79 0.00
H -1.61 -4.21 -2.86 0.00
H -1.46 -4.35 -1.10 0.00
H -0.26 -5.09 -2.16 0.00
H 1.10 -4.53 -0.32 0.00
H 3.06 -5.34 0.94 0.00
H 4.35 -3.73 2.35 0.00
H 3.50 -1.47 2.75 0.00
H 1.43 1.93 1.27 0.00
H 2.21 3.68 2.84 0.00
H 2.84 3.07 5.16 0.00
H 2.68 0.71 5.88 0.00
H 1.88 -1.02 4.32 0.00
C 3.64 0.68 -1.98 0.00
C 2.75 0.37 -0.78 0.01
O 3.26 0.10 0.28 0.00
O 1.46 0.45 -1.06 0.05
H 4.35 1.45 -1.68 0.00
H 3.06 1.01 -2.83 0.00
H 4.18 -0.23 -2.23 0.00

Record 4
75
Properties=species:S:1:pos:R:3:lowdin_charge:R:1 method="wB97M-V/def2-TZVPD" gap_ev=7.83 total_energy_ha=-2533.35649 de_lowest_kj_mol=13.1 total_charge=+1 max_force_ha_per_bohr=0.0026 homo_energy_ev=-10.19
Sc 0.05 -0.05 0.28 1.05
B -0.10 -2.97 -0.22 -0.40
N -0.86 -2.81 1.12 -0.08
C -1.45 -3.65 1.97 -0.06
C -2.02 -2.92 2.99 -0.04
C -1.73 -1.59 2.68 -0.11
N -1.02 -1.54 1.55 -0.05
N -1.03 -2.41 -1.34 -0.07
C -1.67 -2.99 -2.35 -0.06
C -2.41 -2.02 -3.01 -0.06
C -2.15 -0.85 -2.30 -0.15
N -1.30 -1.09 -1.30 -0.04
H 0.23 -4.10 -0.43 0.09
H 0.84 -2.19 -0.17 0.06
H -1.43 -4.72 1.79 0.13
H -2.58 -3.29 3.84 0.10
H -1.97 -0.68 3.21 0.12
H -1.58 -4.05 -2.53 0.13
H -3.08 -2.15 -3.85 0.10
H -2.55 0.14 -2.47 0.11
C 2.84 -1.06 1.87 -0.16
N 1.65 -0.20 1.85 -0.05
C 1.43 0.55 2.87 -0.06
C 0.29 1.41 2.87 -0.33
C -0.19 2.34 3.79 -0.03
C -1.34 2.90 3.22 -0.07
C -1.51 2.28 1.99 -0.15
N -0.53 1.38 1.76 -0.08
C 2.96 -1.90 3.12 -0.23
C 4.17 -1.97 3.81 -0.04
C 4.29 -2.76 4.94 -0.08
C 3.20 -3.49 5.40 -0.08
C 1.99 -3.43 4.71 -0.07
C 1.87 -2.64 3.58 -0.03
H 3.74 -0.44 1.76 0.12
H 2.79 -1.71 0.99 0.10
H 2.09 0.53 3.74 0.15
H 0.25 2.58 4.75 0.11
H -1.98 3.65 3.65 0.10
H -2.30 2.45 1.27 0.11
H 5.02 -1.39 3.46 0.11
H 5.23 -2.81 5.47 0.11
H 3.30 -4.11 6.28 0.11
H 1.14 -3.99 5.07 0.11
H 0.93 -2.58 3.06 0.09
N -0.55 1.67 -1.19 0.03
C 0.12 2.97 -1.24 -0.28
C -0.27 3.91 -2.18 -0.03
C 0.37 5.14 -2.24 -0.07
C 1.41 5.42 -1.36 -0.08
C 1.80 4.48 -0.42 -0.06
C 1.15 3.25 -0.36 -0.04
H -1.55 1.83 -1.12 0.10
H -0.40 1.19 -2.07 0.06
H -1.08 3.69 -2.86 0.12
H 0.06 5.87 -2.97 0.11
H 1.90 6.38 -1.40 0.11
H 2.59 4.70 0.28 0.11
H 1.44 2.52 0.39 0.09
C 4.40 0.48 -1.54 0.03
N 3.39 0.15 -2.54 -0.02
C 3.71 -0.04 -3.84 -0.02
C 2.78 -0.36 -4.77 0.02
C 1.44 -0.49 -4.29 -0.34
N 1.12 -0.26 -3.02 0.20
C 2.08 0.02 -2.14 -0.45
O 1.84 0.18 -0.91 -0.09
N 0.44 -0.83 -5.11 0.20
H 5.36 0.58 -2.03 0.10
H 4.46 -0.30 -0.79 0.10
H 4.14 1.42 -1.05 0.10
H 4.76 0.08 -4.10 0.14
H 3.05 -0.52 -5.80 0.12
H 0.60 -1.06 -6.07 0.12
H -0.46 -1.02 -4.70 0.10

Please write out number 1 again, unchanged.
74
Properties=species:S:1:pos:R:3:lowdin_spin:R:1 method="wB97M-V/def2-TZVPD" gap_ev="6.86 / 5.48" total_energy_ha=-7843.23565 de_lowest_kj_mol=0.0 multiplicity=2 total_charge=-1 max_force_ha_per_bohr=0.0176 homo_energy_ev="-4.76 / -4.72"
Ir 0.38 0.28 -0.51 0.37
N 1.80 1.30 0.85 0.00
C 1.14 2.48 1.43 0.00
C -0.30 2.13 1.79 0.00
O -0.84 2.66 2.74 0.00
O -0.85 1.28 0.99 0.00
H 1.98 0.63 1.59 0.00
H 2.68 1.51 0.39 0.00
H 1.08 3.26 0.67 0.00
H 1.67 2.87 2.31 0.00
S 0.76 -0.95 -4.96 0.04
As 0.62 -1.88 -3.11 0.00
S 1.98 -0.71 -1.60 0.48
S -1.04 -1.05 -1.83 -0.01
S 0.90 -3.93 -2.92 0.01
C 1.61 -5.83 0.29 0.00
C 0.24 -5.64 0.40 0.00
C -0.27 -4.37 0.64 0.00
C 0.59 -3.29 0.76 0.01
C 1.96 -3.48 0.60 0.01
C 2.47 -4.75 0.38 0.00
As -0.06 -1.50 1.10 0.02
C -1.94 -1.71 1.51 0.00
C -2.91 -0.93 0.91 0.00
C -4.24 -1.07 1.29 0.00
C -4.60 -1.99 2.26 0.00
C -3.62 -2.77 2.87 0.00
C -2.30 -2.63 2.50 0.00
C 0.60 -1.11 2.90 0.00
C 1.85 -1.55 3.34 0.00
C 2.33 -1.16 4.58 0.00
C 1.57 -0.33 5.39 0.00
C 0.33 0.12 4.95 0.00
C -0.16 -0.27 3.71 0.00
H 2.01 -6.82 0.09 0.00
H -0.44 -6.48 0.28 0.00
H -1.34 -4.23 0.69 0.00
H 2.64 -2.63 0.60 0.01
H 3.53 -4.88 0.23 0.00
H -2.64 -0.20 0.17 0.00
H -4.99 -0.44 0.82 0.00
H -5.64 -2.10 2.55 0.00
H -3.90 -3.49 3.63 0.00
H -1.53 -3.22 2.99 0.00
H 2.44 -2.21 2.73 0.00
H 3.30 -1.51 4.91 0.00
H 1.95 -0.02 6.36 0.00
H -0.26 0.79 5.57 0.00
H -1.11 0.11 3.37 0.00
C -2.78 2.58 -1.09 0.00
Si -1.45 2.50 -2.42 0.00
C -1.14 4.28 -3.00 0.00
C -2.22 1.61 -3.89 0.00
N 0.08 1.89 -1.82 0.03
C 1.21 2.39 -2.49 0.01
C 1.25 2.41 -3.90 0.01
C 2.33 2.91 -4.59 0.00
C 3.44 3.40 -3.92 0.00
C 3.43 3.39 -2.53 0.00
C 2.34 2.90 -1.84 0.00
H -3.74 2.31 -1.51 0.00
H -2.86 3.60 -0.71 0.00
H -2.57 1.95 -0.23 0.00
H -2.03 4.88 -2.79 0.00
H -0.94 4.34 -4.07 0.00
H -0.30 4.74 -2.47 0.00
H -3.15 2.13 -4.16 0.00
H -2.46 0.57 -3.66 0.00
H -1.57 1.61 -4.76 0.00
H 0.43 1.96 -4.44 0.00
H 2.32 2.88 -5.67 0.00
H 4.30 3.78 -4.47 0.00
H 4.28 3.77 -1.98 0.00
H 2.35 2.95 -0.77 0.00